# 1
This record from the OMol25 dataset describes an isolated molecule of C5H8N2. The level of theory is ωB97M-V with the def2-TZVPD basis set.

Properties
Frontier orbital gap   8.607 eV
Structure (SMILES)   Cn1ccc(N)c1
2S+1   1
LUMO level   1.04 eV
Relative energy (zero: lowest compared OMol25 entry of this formula, charge and spin)   12.1 kcal per mole

CARTESIAN COORDINATES (ANGSTROEM)
C: -1.713 0.657 -1.327
N: -0.915 0.058 -0.285
C: -0.818 0.571 0.978
C: 0.377 0.180 1.524
C: 1.063 -0.579 0.529
N: 2.328 -1.185 0.686
C: 0.246 -0.635 -0.570
H: -1.196 1.526 -1.750
H: -1.891 -0.060 -2.131
H: -2.678 0.969 -0.926
H: -1.605 1.198 1.377
H: 0.725 0.387 2.528
H: 2.979 -0.537 1.116
H: 2.711 -1.453 -0.213
H: 0.385 -1.098 -1.538

# 2
This record from the OMol25 dataset describes C6H9O5Sc as an isolated structure. The level of theory is ωB97M-V with the def2-TZVPD basis set.

Properties
Frontier orbital gap   7.559 eV
Charge   +2
2S+1   1
LUMO level   -10.09 eV
Relative energy (zero: lowest compared OMol25 entry of this formula, charge and spin)   0.0 kcal per mole

CARTESIAN COORDINATES (ANGSTROEM)
C: 1.353 -2.210 0.620
O: 1.008 -0.835 0.325
C: 1.720 0.136 0.914
O: 1.549 1.240 0.299
C: 0.235 1.582 -0.331
C: 0.260 1.358 -1.817
O: -0.484 0.130 -2.056
C: -0.696 -0.224 -3.410
Sc: -1.078 -0.144 -0.105
H: 0.978 -2.780 -0.235
H: 2.425 -2.241 0.836
H: 0.836 -2.562 1.517
H: 0.107 2.635 -0.076
H: 1.266 1.257 -2.257
H: -0.301 2.166 -2.310
H: -1.407 0.479 -3.869
H: 0.253 -0.199 -3.962
H: -1.100 -1.241 -3.428
O: 1.437 -0.226 3.946
C: 0.648 0.044 3.104
O: -0.512 0.045 2.789

# 3
This record from the OMol25 dataset describes an isolated ion of composition C4H6N4 and charge +2. The level of theory is ωB97M-V with the def2-TZVPD basis set.

Properties
Frontier orbital gap   8.587 eV
Structure (SMILES)   [H]/N=C1\C=NC=[NH+]C1=[NH2+]
Charge   +2
2S+1   1
LUMO level   -11.87 eV
Relative energy (zero: lowest compared OMol25 entry of this formula, charge and spin)   33.3 kcal per mole

CARTESIAN COORDINATES (ANGSTROEM)
H: -0.821 2.188 2.190
N: -0.635 1.753 1.285
C: -0.043 0.629 1.160
C: 0.956 -0.048 1.938
N: 1.087 -1.269 1.646
C: 0.767 -1.985 0.636
N: 0.381 -1.278 -0.423
C: -0.005 0.047 -0.290
N: -0.608 0.761 -1.128
H: 1.889 0.532 2.079
H: 0.754 -3.091 0.733
H: 0.666 -1.653 -1.338
H: -0.956 1.654 -0.696
H: -0.692 0.599 -2.218

# 4
This record from the OMol25 dataset describes C14H27AsHfN4O as an isolated structure. The level of theory is ωB97M-V with the def2-TZVPD basis set.

Properties
Frontier orbital gap   8.467 eV
Charge   +4
2S+1   1
LUMO level   -13.80 eV
Relative energy (zero: lowest compared OMol25 entry of this formula, charge and spin)   0.0 kcal per mole

CARTESIAN COORDINATES (ANGSTROEM)
Hf: -0.131 0.460 -0.206
C: -1.320 -1.848 1.266
C: -0.558 -1.067 2.328
N: -0.540 0.424 2.029
C: -1.793 1.169 2.421
C: -2.662 1.508 1.233
C: -3.925 2.030 1.391
C: -4.691 2.294 0.258
C: -4.192 1.984 -1.005
C: -2.923 1.465 -1.109
C: -2.330 1.071 -2.440
N: -1.033 0.319 -2.286
C: -1.122 -1.180 -2.508
C: -1.621 -1.902 -1.264
N: -0.671 -1.670 -0.099
N: -2.147 1.262 -0.006
H: -1.353 -2.906 1.529
H: -2.350 -1.499 1.183
H: -1.002 -1.243 3.310
H: 0.482 -1.398 2.387
H: 0.205 0.808 2.612
H: -2.360 0.575 3.141
H: -1.496 2.084 2.936
H: -4.318 2.224 2.381
H: -5.685 2.714 0.361
H: -4.795 2.142 -1.891
H: -3.042 0.463 -3.003
H: -2.138 1.963 -3.040
H: -0.416 0.669 -3.019
H: -1.779 -1.393 -3.353
H: -0.124 -1.527 -2.786
H: -2.600 -1.529 -0.961
H: -1.723 -2.970 -1.458
H: 0.087 -2.352 -0.175
C: 3.676 1.138 -2.794
As: 3.457 1.303 -0.912
C: 4.498 0.046 0.063
C: 3.664 3.090 -0.295
O: 1.723 0.854 -0.577
H: 4.730 1.347 -3.002
H: 3.063 1.871 -3.315
H: 3.454 0.121 -3.115
H: 5.546 0.314 -0.102
H: 4.327 -0.961 -0.314
H: 4.281 0.120 1.127
H: 4.675 3.399 -0.578
H: 3.570 3.128 0.789
H: 2.945 3.746 -0.784

# 5
This record from the OMol25 dataset describes an isolated molecule of C8H7NOS2. The level of theory is ωB97M-V with the def2-TZVPD basis set.

Properties
Frontier orbital gap   7.955 eV
Structure (SMILES)   Cc1sc(-c2cccs2)nc1O
2S+1   1
LUMO level   0.12 eV
Relative energy (zero: lowest compared OMol25 entry of this formula, charge and spin)   0.0 kcal per mole

CARTESIAN COORDINATES (ANGSTROEM)
C: -3.567 0.899 -0.739
C: -2.114 0.690 -0.564
S: -1.409 -0.259 0.690
C: 0.149 -0.011 -0.051
C: 1.418 -0.545 0.496
C: 1.541 -1.215 1.689
C: 2.963 -1.636 1.948
C: 3.782 -1.279 0.917
S: 2.927 -0.431 -0.397
N: 0.134 0.710 -1.162
C: -1.123 1.114 -1.419
O: -1.312 1.960 -2.448
H: -3.921 1.579 0.029
H: -4.089 -0.059 -0.618
H: -3.794 1.353 -1.729
H: 0.736 -1.413 2.396
H: 3.261 -2.110 2.866
H: 4.849 -1.424 0.938
H: -0.431 2.077 -2.841

# 6
This record from the OMol25 dataset describes a 3-piece molecular cluster, C4H10FN3 overall. The level of theory is ωB97M-V with the def2-TZVPD basis set.

Properties
Frontier orbital gap   9.058 eV
2S+1   1
LUMO level   0.02 eV
Relative energy (zero: lowest compared OMol25 entry of this formula, charge and spin)   187.4 kcal per mole

CARTESIAN COORDINATES (ANGSTROEM)
C: 0.038 0.119 0.834
C: -0.692 0.583 -0.343
C: 0.617 0.567 -1.111
C: 1.183 -0.468 -0.151
H: -1.238 -0.215 2.220
H: -1.482 -1.287 1.014
H: 0.602 1.059 1.210
H: -1.420 -0.245 -0.741
H: -2.269 1.980 -0.775
H: -0.787 2.668 -0.118
H: 0.864 1.562 -1.148
H: 2.257 -0.146 0.100
H: 0.894 -2.250 0.996
H: 2.259 -2.864 -0.962
N: -0.595 -0.843 1.802
N: -1.413 1.814 -0.147
N: 1.028 -1.960 -0.386
F: 0.151 -0.073 -2.294

# 7
This record from the OMol25 dataset describes a 2-piece molecular cluster, C4H10NO2 overall. The level of theory is ωB97M-V with the def2-TZVPD basis set.

Properties
Frontier orbital gap   10.270 eV
Charge   +1
2S+1   1
LUMO level   -3.27 eV
Relative energy (zero: lowest compared OMol25 entry of this formula, charge and spin)   67.7 kcal per mole

CARTESIAN COORDINATES (ANGSTROEM)
C: 1.187 -1.095 0.558
C: 1.389 -1.184 -0.949
C: -0.059 -0.311 1.247
C: -0.247 0.997 1.155
N: -1.197 1.233 -1.760
O: 0.888 -0.512 -1.841
O: -0.815 -1.137 1.959
H: 1.119 -2.185 0.750
H: 2.139 -0.811 1.103
H: 2.104 -1.959 -1.067
H: -0.790 1.506 1.874
H: 0.473 1.485 0.661
H: -1.927 0.536 -1.643
H: -0.375 0.668 -2.099
H: -1.545 2.222 -2.035
H: -0.966 1.406 -0.640
H: -1.377 -0.858 2.727

# 8
This record from the OMol25 dataset describes an isolated molecule of C4H7NO. The level of theory is ωB97M-V with the def2-TZVPD basis set.

Properties
Frontier orbital gap   10.403 eV
Structure (SMILES)   C/N=C/[C@H]1CO1
2S+1   1
LUMO level   0.94 eV
Relative energy (zero: lowest compared OMol25 entry of this formula, charge and spin)   73.4 kcal per mole

CARTESIAN COORDINATES (ANGSTROEM)
C: -2.176 0.172 0.416
N: -0.767 0.497 0.319
C: -0.187 -0.041 -0.672
C: 1.227 -0.450 -0.517
C: 2.135 0.372 0.276
O: 1.566 -0.794 0.826
H: -2.333 -0.831 0.001
H: -2.871 0.869 -0.060
H: -2.366 0.117 1.487
H: -0.733 -0.371 -1.565
H: 1.583 -1.177 -1.245
H: 3.200 0.335 0.067
H: 1.721 1.301 0.666

# 9
This record from the OMol25 dataset describes C5H6O2 as an isolated structure. The level of theory is ωB97M-V with the def2-TZVPD basis set.

Properties
Frontier orbital gap   10.350 eV
2S+1   1
LUMO level   0.53 eV
Relative energy (zero: lowest compared OMol25 entry of this formula, charge and spin)   84.4 kcal per mole

CARTESIAN COORDINATES (ANGSTROEM)
O: 2.312 -0.567 0.514
C: 1.490 0.336 -0.206
C: 0.119 -0.316 -0.397
C: -0.736 -0.174 0.874
O: -0.804 0.922 1.380
C: -1.056 0.253 -1.079
C: -2.267 0.248 -1.157
H: 1.974 -0.639 1.416
H: 1.383 1.291 0.321
H: 2.000 0.512 -1.154
H: 0.245 -1.325 -0.798
H: -1.387 -1.020 1.175
H: -3.273 0.478 -0.891

# 10
This record from the OMol25 dataset describes C22H38Br18O8S4 as an isolated structure. The level of theory is ωB97M-V with the def2-TZVPD basis set.

Properties
Frontier orbital gap   9.110 eV
2S+1   1
LUMO level   -1.02 eV
Relative energy (zero: lowest compared OMol25 entry of this formula, charge and spin)   0.0 kcal per mole

CARTESIAN COORDINATES (ANGSTROEM)
C: 14.700 8.902 6.777
Br: 15.540 9.863 8.240
Br: 13.325 10.032 5.923
Br: 13.843 7.202 7.425
H: 15.428 8.623 6.015
C: 20.766 3.837 8.516
Br: 19.874 2.861 6.952
Br: 22.678 3.097 8.634
Br: 19.892 3.537 10.257
H: 20.781 4.893 8.243
C: 16.888 3.623 2.815
Br: 15.324 4.242 1.742
Br: 16.657 1.703 3.122
Br: 17.011 4.433 4.651
H: 17.818 3.737 2.258
C: 18.510 7.639 10.348
Br: 16.939 6.584 11.040
Br: 20.295 7.073 11.163
Br: 18.305 9.533 10.731
H: 18.482 7.465 9.272
C: 11.049 2.902 5.939
Br: 12.915 2.570 5.366
Br: 9.707 3.003 4.533
Br: 11.031 4.607 6.900
H: 10.658 2.125 6.596
C: 18.631 2.371 13.875
Br: 19.346 4.216 14.138
Br: 17.385 2.026 15.337
Br: 20.208 1.065 13.991
H: 18.121 2.192 12.929
C: 9.791 -2.802 8.993
C: 10.545 -1.677 9.718
C: 11.159 -0.780 8.555
S: 9.629 -0.445 7.558
O: 10.132 -0.389 6.132
O: 8.795 0.640 8.047
C: 8.858 -2.120 8.049
H: 9.303 -3.382 9.777
H: 10.618 -3.290 8.476
H: 11.296 -2.041 10.418
H: 9.830 -1.042 10.244
H: 11.956 -1.284 8.008
H: 11.490 0.205 8.884
H: 8.777 -2.720 7.142
H: 7.846 -1.959 8.421
C: 16.948 -1.096 13.637
C: 17.605 -1.078 12.231
C: 16.684 -1.738 11.174
S: 15.005 -1.423 11.818
O: 14.391 -2.761 12.044
O: 14.213 -0.645 10.877
C: 15.491 -0.576 13.453
H: 17.514 -0.475 14.332
H: 16.941 -2.099 14.063
H: 18.687 -1.211 12.244
H: 17.508 -0.051 11.880
H: 16.871 -2.793 10.969
H: 16.746 -1.265 10.194
H: 14.758 -0.833 14.217
H: 15.659 0.482 13.247
C: 13.719 2.830 14.203
C: 14.526 3.697 13.206
C: 14.609 5.182 13.698
S: 14.644 5.068 15.571
O: 13.734 6.033 16.208
O: 16.092 5.119 15.937
C: 13.987 3.332 15.627
H: 13.924 1.776 14.019
H: 12.674 3.066 14.003
H: 14.102 3.695 12.202
H: 15.521 3.271 13.082
H: 13.644 5.619 13.441
H: 15.420 5.869 13.454
H: 13.086 3.419 16.234
H: 14.728 2.777 16.201
C: 15.729 4.320 8.166
C: 14.407 3.811 8.684
C: 14.615 2.267 8.823
S: 16.278 2.040 9.614
O: 16.920 0.910 8.958
O: 16.152 2.121 11.028
C: 16.847 3.698 8.977
H: 15.594 5.402 8.158
H: 15.769 4.029 7.116
H: 13.564 4.027 8.027
H: 14.128 4.214 9.657
H: 14.556 1.739 7.871
H: 13.901 1.755 9.468
H: 17.746 3.512 8.389
H: 17.219 4.309 9.799

# 11
This record from the OMol25 dataset describes C19H28N2O4 as an isolated structure. The level of theory is ωB97M-V with the def2-TZVPD basis set.

Properties
Frontier orbital gap   8.714 eV
2S+1   1
LUMO level   0.18 eV
Relative energy (zero: lowest compared OMol25 entry of this formula, charge and spin)   497.7 kcal per mole

CARTESIAN COORDINATES (ANGSTROEM)
C: 5.223 1.466 -0.573
H: 4.906 0.933 -1.515
H: 4.515 2.009 -0.125
H: 5.876 2.228 -1.050
C: 5.990 0.328 0.073
C: 7.065 -0.200 -0.508
H: 7.559 -0.975 0.211
H: 7.805 0.681 -0.974
H: 6.710 -0.572 -1.560
C: 5.102 -0.606 0.858
C: 4.299 -1.309 -0.090
O: 3.225 -0.803 -0.966
C: 2.176 -0.754 -0.387
C: 1.789 -0.827 1.057
C: 0.516 -0.551 1.363
C: -0.414 0.180 0.832
C: 0.068 0.374 -0.545
C: 1.224 0.091 -0.997
H: 1.666 0.485 -2.152
H: -0.684 1.098 -1.137
C: -1.718 0.576 1.166
O: -2.431 -0.066 2.140
N: -2.110 1.938 0.985
H: -1.647 2.393 0.413
C: -3.477 2.394 0.903
H: -3.418 3.213 1.648
H: -3.902 1.279 1.796
C: -4.195 2.478 -0.222
C: -3.914 1.106 -0.963
O: -2.895 1.238 -1.812
N: -4.464 0.080 -0.969
C: -5.545 -0.393 -0.096
H: -5.746 0.522 0.675
C: -5.057 -1.657 0.893
O: -4.708 -2.710 0.133
C: -3.581 -2.102 -0.708
H: -3.354 -3.203 -1.477
C: -4.053 -1.163 -1.429
H: -3.243 -0.832 -2.320
H: -5.008 -1.396 -2.214
H: -2.663 -2.060 -0.009
H: -5.979 -1.791 1.811
H: -4.273 -1.245 1.548
H: -6.449 -0.831 -0.505
H: -5.411 2.440 -0.097
H: -3.755 3.152 -0.733
H: 0.301 -0.919 2.532
H: 2.550 -1.632 1.703
H: 5.090 -1.784 -0.961
H: 3.834 -2.309 0.487
H: 4.333 -0.003 1.422
H: 5.694 -1.130 1.486
H: 6.582 1.143 0.956

# 12
This record from the OMol25 dataset describes C38H53AsCl3N6O6SSeSi3W as an isolated structure. The level of theory is ωB97M-V with the def2-TZVPD basis set.

Properties
Frontier orbital gap (alpha / beta)   3.540 / 3.275 eV
Charge   -1
2S+1   1
LUMO level (alpha / beta)   0.70 / 0.50 eV

CARTESIAN COORDINATES (ANGSTROEM)
W: -0.365 0.612 -0.332
S: -2.211 3.408 3.032
C: -3.505 2.621 2.211
C: -3.065 1.782 1.244
C: -1.647 1.728 1.064
C: -1.066 2.568 2.000
C: 0.346 2.721 2.120
C: 0.969 3.577 3.038
C: 2.332 3.724 3.030
C: 3.058 2.996 2.085
C: 2.385 2.156 1.236
N: 1.056 1.959 1.232
H: -4.520 2.831 2.507
H: -3.756 1.195 0.655
H: 0.343 4.116 3.738
H: 2.830 4.400 3.712
H: 4.131 3.095 1.999
H: 2.958 1.618 0.493
C: -4.131 -0.625 -1.579
Si: -2.258 -0.451 -2.011
C: -1.974 -2.309 -2.495
C: -2.391 0.202 -3.814
H: -4.709 -0.657 -2.502
H: -4.539 0.187 -0.981
H: -4.296 -1.553 -1.039
H: -2.818 -2.646 -3.101
H: -1.888 -2.982 -1.639
H: -1.076 -2.410 -3.107
H: -3.303 -0.185 -4.273
H: -1.544 -0.144 -4.404
H: -2.427 1.288 -3.893
C: -5.290 -1.446 1.284
Si: -3.502 -1.816 1.907
C: -3.316 -3.727 1.850
C: -3.772 -1.260 3.734
As: -1.404 -1.225 0.768
Si: -0.422 -2.023 3.123
C: 0.921 -3.253 2.534
C: -0.976 -2.977 4.722
C: -0.047 -0.298 3.854
H: -6.007 -1.686 2.070
H: -5.569 -2.014 0.399
H: -5.411 -0.388 1.050
H: -3.959 -4.273 2.538
H: -2.268 -3.950 2.061
H: -3.514 -4.069 0.833
H: -4.761 -1.559 4.080
H: -3.715 -0.172 3.797
H: -3.033 -1.671 4.416
H: 0.468 -4.245 2.464
H: 1.784 -3.311 3.197
H: 1.266 -2.985 1.538
H: -1.702 -3.766 4.519
H: -1.404 -2.314 5.475
H: -0.094 -3.443 5.164
H: 0.328 0.359 3.072
H: 0.663 -0.302 4.684
H: -0.982 0.138 4.214
C: 0.380 1.471 -4.402
N: 0.834 0.099 -4.222
C: 1.707 -0.264 -5.328
C: 2.051 -1.737 -5.261
C: 2.802 -1.924 -3.955
N: 2.046 -1.441 -2.812
C: 1.495 -2.518 -2.009
C: 1.366 -0.163 -2.873
O: 0.349 -0.097 -1.967
H: -0.205 1.525 -5.320
H: 1.211 2.189 -4.483
H: -0.253 1.774 -3.575
H: 2.645 0.321 -5.320
H: 1.174 -0.023 -6.250
H: 2.678 -2.028 -6.108
H: 1.135 -2.331 -5.273
H: 3.761 -1.393 -4.033
H: 3.033 -2.972 -3.769
H: 0.849 -3.186 -2.591
H: 0.914 -2.132 -1.176
H: 2.326 -3.104 -1.605
O: 4.716 -2.589 0.581
C: 4.234 -2.201 1.774
C: 4.784 -2.755 2.927
C: 4.358 -2.343 4.177
C: 3.385 -1.359 4.296
C: 2.800 -0.837 3.158
C: 3.180 -1.274 1.894
C: 2.538 -0.770 0.656
O: 3.250 -0.679 -0.346
O: 1.284 -0.490 0.666
H: 4.336 -1.959 -0.079
H: 5.564 -3.498 2.823
H: 4.804 -2.785 5.060
H: 3.076 -1.010 5.273
H: 2.049 -0.066 3.232
Cl: -2.870 4.871 -0.299
C: -3.288 4.005 -1.798
Cl: -3.698 5.198 -3.035
Cl: -4.691 2.978 -1.522
C: -2.022 3.163 -2.230
O: -1.374 3.600 -3.162
O: -1.805 2.130 -1.523
Se: 4.154 0.946 -2.865
N: 4.256 2.676 -2.443
C: 3.063 3.097 -2.019
C: 2.764 4.403 -1.624
C: 1.509 4.650 -1.084
C: 0.601 3.629 -0.938
N: 0.817 2.351 -1.359
C: 1.995 2.128 -1.949
N: 2.333 0.953 -2.536
H: 3.506 5.181 -1.732
H: 1.242 5.644 -0.753
H: -0.352 3.802 -0.457

Number 1: total energy -8294.4734 eV, largest force on an atom 0.25 eV/A. Number 2: total energy -37284.3702 eV, largest force on an atom 6.15 eV/A. Number 3: total energy -10184.1642 eV, largest force on an atom 3.79 eV/A. Number 4: total energy -85071.5578 eV, largest force on an atom 0.71 eV/A. Number 5: total energy -33617.3377 eV, largest force on an atom 2.81 eV/A. Number 6: total energy -11489.8486 eV, largest force on an atom 6.74 eV/A. Number 7: total energy -9886.6506 eV, largest force on an atom 4.20 eV/A. Number 8: total energy -7796.4622 eV, largest force on an atom 0.97 eV/A. Number 9: total energy -9373.4378 eV, largest force on an atom 1.27 eV/A. Number 10: total energy -1343909.9265 eV, largest force on an atom 4.39 eV/A. Number 11: total energy -31307.8526 eV, largest force on an atom 17.25 eV/A. Number 12: total energy -261538.8179 eV, largest force on an atom 3.99 eV/A.